Entry from OMol25: a single C5H10O molecule (ωB97M-V with the def2-TZVPD basis set).

Atoms and positions in Å:
1 C 1.487929 -0.897119 -0.146477
2 C 0.424998 -0.162543 0.656569
3 C 0.306428 1.341016 0.296881
4 C -0.856130 0.993960 -0.662596
5 C -1.021528 -0.308103 0.129672
6 O -1.404681 -1.464604 -0.570131
7 H 1.402086 -1.981711 -0.025265
8 H 1.410931 -0.678236 -1.217475
9 H 2.486487 -0.590443 0.187719
10 H 0.535412 -0.398689 1.721043
11 H -0.030287 1.946582 1.143872
12 H 1.195601 1.803582 -0.140966
13 H -1.720401 1.662156 -0.712597
14 H -0.499855 0.803131 -1.680728
15 H -1.709470 -0.155772 0.985453
16 H -2.007513 -1.913213 0.035025

Atoms 1-2, force components in eV/Å:
C 0.01 -0.02 -0.07
C 0.10 -0.06 0.13

strongest force on any atom = 0.56 eV/A
SMILES = C[C@H]1CC[C@H]1O
lowest unoccupied orbital energy = 0.88 eV
HOMO = -9.862 eV
energy above the lowest of the compared OMol25 structures with the same formula, charge and spin = 21.5 kcal/mol
E = -271.7183 hartree